1.
ORCA calculation (the ωB97M-V functional and the def2-TZVPD basis) on C38H29N6O7PS5Ti as an isolated structure.

CARTESIAN COORDINATES (ANGSTROEM)
H 2.61 0.86 -4.89
N 6.93 -0.92 -0.88
H -1.25 -0.66 -7.98
C -3.67 -2.29 -2.47
C 1.41 3.34 -2.91
C -2.00 2.38 -6.68
C 3.57 3.92 -3.79
C -1.45 -2.57 5.44
O 7.23 -2.02 -0.46
C 3.27 -1.04 -0.20
S 0.05 -3.61 1.98
H 2.59 -2.97 0.44
C -1.28 0.16 -7.27
C 2.88 0.23 -0.65
C 3.62 2.71 -4.47
H 0.55 3.57 -2.28
N -4.30 -2.80 -1.41
C 2.56 1.82 -4.37
H -2.52 3.29 -6.93
H -1.43 3.06 -4.72
S -2.37 -4.79 3.29
H -1.25 -4.58 6.13
H -3.29 -1.87 8.74
C -1.93 -1.29 5.69
H -4.21 -2.29 -3.41
H -1.89 -1.39 -3.28
C -1.10 -3.73 3.29
H -3.73 1.97 4.51
H 4.48 2.46 -5.07
N -4.19 -3.39 0.82
C -0.67 0.02 -6.03
O -3.22 1.45 3.88
C -3.62 -2.83 -0.27
C -2.39 -1.79 -2.42
C -2.77 -2.07 7.81
C 4.60 -1.41 -0.27
H -2.43 -4.14 8.26
C 2.47 4.23 -3.01
P 0.09 0.95 -3.50
C -2.09 2.14 3.57
H -0.16 -0.90 -5.77
C 1.45 2.13 -3.59
H 0.59 1.96 1.51
N 0.29 -1.96 3.91
C -0.08 2.36 2.26
H -2.96 -0.05 7.09
O 1.01 -1.89 -0.21
H 3.50 2.10 -1.48
Ti 0.07 -0.42 -0.73
C -2.29 -3.34 7.54
C -2.31 -2.31 -0.19
H -0.45 5.00 4.33
C 0.21 3.56 2.88
C -1.44 0.31 1.93
C 5.52 -0.51 -0.79
C 0.80 -2.26 2.78
H 5.91 1.42 -1.61
C 2.24 -1.94 0.43
C -2.59 -1.05 6.89
O -2.10 -0.59 2.39
O 1.59 0.60 -0.59
H 2.43 5.17 -2.47
H -2.48 3.75 4.92
N -0.75 -2.81 4.22
H -3.76 -3.27 1.72
H -1.80 -0.52 4.95
C -1.94 1.33 -7.59
S 0.79 -0.90 -3.17
O -0.78 0.20 0.78
C -0.72 1.07 -5.12
C -1.63 -3.60 6.35
C 3.83 1.13 -1.15
S -1.18 1.43 -2.03
C -1.39 2.25 -5.44
C -0.66 4.06 3.84
H -1.78 -2.33 0.75
S 2.15 -1.33 2.17
H 1.11 4.11 2.61
O 7.73 -0.10 -1.30
N -1.71 -1.79 -1.25
H 4.93 -2.38 0.07
H 4.40 4.61 -3.86
H -5.17 -3.61 0.78
H -2.42 1.43 -8.56
C -1.21 1.62 2.60
C 5.15 0.75 -1.22
C -1.80 3.35 4.18

Properties
Energy relative to the best compared isomer or geometry (same formula, charge and spin)   0.0 kJ/mol
Charge   0
Highest occupied orbital energy   -0.2965 Ha
Kohn-Sham gap   7.33 eV

2.
ORCA calculation (the ωB97M-V functional and the def2-TZVPD basis) on a 2-piece molecular cluster, C6H9NO3 overall at a distorted geometry.

CARTESIAN COORDINATES (ANGSTROEM)
C -1.76 1.49 -0.30
C 2.35 -1.11 0.18
H -1.58 1.79 -1.30
O 1.64 1.91 1.63
H -0.86 -1.00 -1.52
C 2.08 0.31 -0.29
H -1.23 -0.06 1.09
H -2.66 -1.53 0.40
H 1.45 0.31 -1.20
O -2.79 -0.82 -0.17
O 3.13 1.27 -0.09
H -0.24 -1.59 -0.17
C -1.54 -0.02 0.02
N -0.48 -0.78 -0.62
C 2.06 1.32 0.73
C 2.31 -2.25 0.60
H -1.22 2.33 0.25
H 2.19 -3.27 0.85
H -2.85 1.71 -0.09

Properties
Energy relative to the best compared isomer or geometry (same formula, charge and spin)   456.9 kJ/mol
Charge   0
Structure (SMILES)   C#C[C@@H]1OC1=O.C[C@H](N)O
Highest occupied orbital energy   -0.3615 Ha
Kohn-Sham gap   10.37 eV

3.
ORCA calculation (the ωB97M-V functional and the def2-TZVPD basis) on a 2-piece molecular cluster, C11H23NO6S overall at a distorted geometry.

CARTESIAN COORDINATES (ANGSTROEM)
H -1.77 -3.04 -1.74
H 2.85 -7.54 -1.47
H 0.71 6.10 0.74
H 2.72 4.39 0.84
C 0.95 -6.90 -0.70
H 3.33 2.18 1.73
H 2.89 2.03 0.05
H -0.07 3.15 0.76
H -2.43 3.61 1.17
H -3.85 1.95 -1.41
C -1.08 -2.71 -0.97
C 0.03 5.27 0.94
C 0.62 3.94 0.47
H -2.20 1.96 -2.01
C 2.38 -6.63 -1.10
O 0.34 -5.76 -0.08
H 2.95 -6.27 -0.24
H 0.35 -7.22 -1.55
H -2.82 3.38 -1.15
N -1.72 0.62 0.08
C -2.30 1.75 0.11
H 0.73 3.94 -0.61
C -0.10 -4.82 -0.92
C -2.84 2.29 -1.19
C 2.50 2.26 1.04
H -1.59 -2.04 -0.28
O 0.75 1.08 -0.87
C 1.95 3.67 1.15
S 0.80 0.36 0.38
H 2.42 -5.87 -1.88
H -0.21 5.23 2.00
O -0.70 0.50 1.10
C -2.56 2.54 1.36
H -1.89 2.25 2.16
O -0.60 -3.82 -0.20
H 1.81 3.85 2.22
H 0.90 -7.69 0.06
O -0.04 -4.87 -2.12
H -0.24 -2.19 -1.43
O 1.55 1.26 1.49
H -3.60 2.37 1.64
H -0.90 5.49 0.41

Properties
Charge   0
Highest occupied orbital energy   -0.3571 Ha
Kohn-Sham gap   10.41 eV

4.
ORCA calculation (the ωB97M-V functional and the def2-TZVPD basis) on a 2-piece molecular cluster, C3H8NO overall at a distorted geometry.

CARTESIAN COORDINATES (ANGSTROEM)
O 1.60 -0.36 -0.53
H -0.50 -1.38 -0.19
N -1.98 0.14 0.26
C -1.08 1.01 0.06
C -1.53 -1.26 0.14
H 2.43 1.51 -0.56
H 3.54 0.19 -0.04
H -0.01 0.75 -0.13
H 2.40 0.72 1.10
H -1.23 2.10 0.15
C 2.48 0.54 -0.01
H -2.26 -1.78 -0.50
H -1.69 -1.69 1.14

Properties
Energy relative to the best compared isomer or geometry (same formula, charge and spin)   123.6 kJ/mol
Charge   -1
Highest occupied orbital energy   -0.0862 Ha
Kohn-Sham gap   6.89 eV

5.
ORCA calculation (the ωB97M-V functional and the def2-TZVPD basis) on a 5-piece molecular cluster, C15H40O21P4 overall at a distorted geometry.

CARTESIAN COORDINATES (ANGSTROEM)
C 4.46 2.11 -0.95
H -12.74 0.47 -1.20
H 11.95 -0.84 2.45
O -10.32 -2.86 -2.43
O -5.00 2.50 -0.76
C 11.77 0.20 2.17
H 9.31 4.89 -0.82
C 0.91 -4.16 4.02
O -0.49 -4.07 4.18
H 8.93 3.90 0.60
H -0.04 -3.85 0.77
O 5.42 -1.13 -0.42
O -11.25 -0.93 -0.94
H -12.92 -2.32 -2.23
H 1.31 -4.75 4.85
O -0.26 -2.50 2.35
C -2.92 -1.49 1.71
C 1.43 0.32 -1.18
H -3.78 3.26 -2.37
H 6.75 0.44 -0.65
C 9.16 3.86 -0.47
O -2.48 -2.84 1.63
H 5.22 2.65 -0.39
O -2.77 -0.15 -1.33
H 1.17 -4.66 3.08
H 1.36 -2.81 1.12
H -8.97 0.19 -0.08
H 8.32 3.43 -1.02
C 12.06 3.40 1.47
O 10.90 0.21 1.05
H -3.80 -1.41 2.35
C 6.44 -0.30 0.09
H 1.63 0.64 -0.15
C -4.09 2.22 -1.88
O -1.56 1.91 -1.12
C 0.27 -2.84 1.07
H -6.84 1.33 -2.92
H 12.75 3.09 0.68
P 10.62 1.67 0.16
H -7.83 -1.05 0.50
H -2.13 -0.83 2.07
O 9.14 1.29 0.09
H 12.73 0.67 1.92
P 4.02 -0.46 -1.18
H 11.77 4.45 1.33
C -11.69 0.42 -0.90
O 4.13 0.91 -0.26
H 0.90 -0.63 -1.18
O 3.17 -1.50 -0.44
H 6.11 0.18 1.01
P -10.26 -1.34 -2.20
H -12.42 -2.89 -3.86
H -4.62 1.54 -2.70
H 12.58 3.31 2.44
O -2.29 -2.69 3.96
H 7.31 -0.93 0.34
H 0.79 1.07 -1.65
H -3.21 -1.17 0.70
P -1.49 -3.45 2.91
O -11.59 -1.09 -3.27
H 4.85 1.89 -1.95
H 3.56 2.73 -1.03
H -13.55 -1.53 -3.69
H -11.59 0.79 0.12
C -12.67 -2.02 -3.25
O 2.62 0.22 -1.94
H -0.07 -2.11 0.33
H 11.29 0.70 3.02
C -2.74 1.35 -1.41
O 10.34 3.12 -0.73
O -7.15 1.80 -2.08
H -3.32 -0.49 -2.09
O 10.90 2.59 1.50
H 1.36 -3.16 4.07
H -11.09 1.05 -1.57
C -8.83 -0.88 0.08
O -8.93 -1.60 -1.13
H -9.56 -1.26 0.81
O -6.32 0.57 -0.18
C -6.16 1.62 -1.00

Properties
Energy relative to the best compared isomer or geometry (same formula, charge and spin)   1264.0 kJ/mol
Charge   0
Structure (SMILES)   O=C(O)COC(=O)O.COP(=O)(OC)OC.COP(=O)(OC)OC.COP(=O)(OC)OC.COP(=O)(OC)OC
Highest occupied orbital energy   -0.3331 Ha
Kohn-Sham gap   5.86 eV

6.
ORCA calculation (the ωB97M-V functional and the def2-TZVPD basis) on C23H41BrP2Sn as an isolated structure at a distorted geometry.

CARTESIAN COORDINATES (ANGSTROEM)
H -0.50 2.71 1.53
H 1.53 1.14 -1.64
H 2.62 -2.03 4.54
C 0.91 -3.31 2.82
C 1.96 -1.29 5.00
H -3.31 0.75 -0.41
H 0.45 3.05 -0.53
H 3.64 0.26 -6.08
H -0.34 -2.15 -0.54
C 0.82 -0.40 -0.38
P -0.13 1.62 -3.60
C -1.60 -0.82 4.02
H -1.24 -0.14 -4.92
H -3.47 -0.20 3.19
H 0.35 -1.45 -5.28
H -2.20 -1.15 -1.54
C -1.38 0.93 -4.76
H -2.15 1.05 2.09
H -2.38 -3.69 2.75
H 1.88 1.36 0.06
H -1.34 3.73 -3.50
H 2.13 2.19 -4.32
H -1.66 -2.88 1.34
H 1.69 -0.96 -0.03
H -2.90 0.76 4.57
H 1.97 -3.04 2.74
C -1.24 -1.93 3.21
H -2.37 1.10 -4.33
H -1.37 0.38 -1.79
H 4.38 -0.92 -4.93
H 1.18 1.44 -5.66
H 1.93 -2.24 -5.48
H -0.45 3.54 -5.04
C -1.80 1.12 1.05
C -0.44 -0.42 4.74
H -1.31 1.18 5.86
C -0.07 2.08 -0.52
H 0.42 1.38 5.48
H 1.54 -0.80 -6.46
H -0.71 2.13 -1.43
C -0.40 3.41 -3.96
Sn 3.42 1.04 1.99
C -0.36 0.65 5.75
H -3.58 -0.86 4.83
H -3.08 -2.17 2.17
C -2.95 -0.25 4.15
C 3.80 0.01 -5.02
C -1.59 -0.39 -1.04
H 0.86 -4.22 3.44
H 4.34 0.82 -4.52
C -2.13 -2.70 2.32
Br 2.44 2.34 3.91
C -0.84 2.00 0.77
P 2.19 -0.26 -4.15
C 0.62 -1.28 4.38
C 1.07 1.04 -0.64
C 1.41 -1.28 -5.48
C 0.14 -2.20 3.42
H 0.52 -3.54 1.83
C 1.42 1.39 -4.58
H -0.09 0.23 6.74
C -2.47 0.21 0.08
H -1.30 1.47 -5.71
C -0.32 -1.05 -0.61
H -2.91 -0.64 0.65
H 2.43 -0.30 4.92
H 1.87 -1.54 6.07
H 0.43 3.99 -3.54

Properties
Energy relative to the best compared isomer or geometry (same formula, charge and spin)   0.0 kJ/mol
Charge   +2
Highest occupied orbital energy (alpha / beta)   -0.4583 / -0.4583 Ha
Kohn-Sham gap (alpha / beta)   3.71 / 3.75 eV

Which of these has the lowest charge? C3H8NO